{"formula": "C2H5NO", "method": "wB97M-V/def2-TZVPD", "e_homo_ev": -9.65, "e_above_lowest_ev": 3.585, "smiles": "C=NOC", "homo_lumo_gap_ha": 0.401, "e_lumo_ev": 1.254, "species": ["C", "N", "O", "C", "H", "H", "H", "H", "H"], "xyz": [[-0.0791, 1.3574, 1.3503], [0.2146, 0.7938, 0.2366], [-0.4290, -0.4711, 0.0781], [0.0446, -1.1284, -1.1103], [-0.6816, 0.8762, 2.1891], [0.4257, 2.2954, 1.3502], [-0.0464, -2.1968, -0.7566], [1.1481, -0.7248, -1.2606], [-0.5970, -0.8016, -2.0767]], "nbo_charge": [-0.155, -0.123, -0.433, -0.274, 0.195, 0.201, 0.206, 0.200, 0.182]}

***

{"formula": "C7H15FN3O4", "method": "wB97M-V/def2-TZVPD", "e_homo_ev": -13.30, "charge": 1, "homo_lumo_gap_ha": 0.290, "e_lumo_ev": -5.405, "species": ["C", "C", "F", "N", "C", "N", "N", "O", "H", "H", "H", "H", "H", "H", "H", "H", "H", "C", "C", "C", "O", "C", "O", "O", "H", "H", "H", "H", "H", "H"], "xyz": [[0.6307, -0.9962, 0.0441], [1.7631, -0.7653, 1.2455], [0.9601, -0.3647, 2.4608], [2.6179, 0.4328, 0.8866], [4.0355, 0.0606, 0.5028], [4.4382, -0.5366, -0.8613], [5.0451, 0.2502, 1.4511], [4.7764, 0.8189, 2.6692], [0.5385, -2.1433, -0.2569], [0.8656, -0.3181, -0.9041], [-0.4467, -0.6960, 0.4569], [2.3651, -1.7601, 1.4294], [2.1659, 1.0648, 0.1927], [4.9829, 0.2106, -1.4011], [5.1976, -1.2309, -0.6079], [6.0620, 0.0025, 1.2677], [4.3381, 0.0371, 3.1570], [-4.8535, 1.1581, 0.2564], [-4.1605, 0.8631, -1.0587], [-4.0486, -0.5998, -1.3615], [-2.8771, -0.6668, -2.1529], [-2.1027, 0.4034, -1.7961], [-0.9423, 0.5547, -2.1318], [-2.8047, 1.2766, -1.0139], [-4.2432, 0.8336, 1.1072], [-4.9996, 2.2376, 0.3714], [-5.8316, 0.6693, 0.3124], [-4.6570, 1.4020, -1.8778], [-4.9121, -0.9759, -1.9180], [-3.9031, -1.2222, -0.4690]], "nbo_charge": [-0.685, 0.323, -0.374, -0.669, 0.717, -0.816, -0.215, -0.452, 0.249, 0.258, 0.259, 0.202, 0.441, 0.421, 0.391, 0.440, 0.504, -0.629, 0.057, -0.097, -0.480, 0.975, -0.609, -0.483, 0.221, 0.232, 0.229, 0.191, 0.215, 0.183]}

***

{"formula": "C6H9N3O2", "method": "wB97M-V/def2-TZVPD", "e_homo_ev": -8.76, "e_above_lowest_ev": 0.576, "smiles": "N[C@@H](Cc1c[nH]cn1)C(=O)O", "homo_lumo_gap_ha": 0.349, "e_lumo_ev": 0.720, "species": ["N", "C", "C", "C", "C", "N", "C", "N", "C", "O", "O", "H", "H", "H", "H", "H", "H", "H", "H", "H"], "xyz": [[1.5619, 1.7223, -0.4153], [1.6049, 0.6323, 0.5182], [0.2678, 0.4738, 1.3176], [-0.9722, 0.1353, 0.5198], [-1.6419, -1.0619, 0.5294], [-2.6300, -0.9009, -0.4287], [-2.5085, 0.3864, -0.8973], [-1.5284, 1.0350, -0.3125], [1.7880, -0.7164, -0.1872], [1.6758, -1.7826, 0.3636], [2.1157, -0.7186, -1.4831], [0.6594, 1.8262, -0.7972], [2.2732, 1.5679, -1.1275], [2.3927, 0.7659, 1.3104], [0.0314, 1.4253, 1.9093], [0.4420, -0.3194, 2.0368], [-1.4937, -1.9802, 1.1451], [-3.2954, -1.6151, -0.7499], [-3.1837, 0.7590, -1.6154], [2.4410, -1.6344, -1.6360]], "nbo_charge": [-0.834, -0.141, -0.419, 0.072, -0.106, -0.525, 0.171, -0.475, 0.773, -0.621, -0.687, 0.385, 0.369, 0.221, 0.230, 0.234, 0.235, 0.424, 0.193, 0.501]}

***

{"formula": "C29H17I2N2O3RuS5", "method": "wB97M-V/def2-TZVPD", "spin_multiplicity": 2, "e_homo_ev": [-1.19, -1.13], "e_above_lowest_ev": 1.233, "charge": -2, "homo_lumo_gap_ha": [0.163, 0.160], "e_lumo_ev": [3.236, 3.236], "species": ["Ru", "I", "C", "C", "C", "C", "C", "C", "C", "C", "C", "C", "H", "H", "H", "H", "H", "H", "O", "C", "C", "C", "C", "C", "C", "C", "N", "C", "C", "N", "H", "H", "H", "H", "H", "H", "H", "S", "C", "S", "C", "C", "S", "S", "S", "I", "C", "C", "C", "C", "C", "C", "C", "O", "O", "H", "H", "H", "H"], "xyz": [[-0.0983, -1.1579, -0.1464], [2.0395, -3.6270, 0.8183], [0.6255, -3.7650, 2.3536], [0.7450, -4.8924, 3.1220], [0.0089, -5.0229, 4.3163], [-0.7566, -3.9796, 4.7372], [-0.8815, -2.7974, 3.9635], [-1.6180, -1.7111, 4.4877], [-1.7237, -0.5604, 3.7659], [-1.2018, -0.4966, 2.4619], [-0.5344, -1.5406, 1.8523], [-0.2581, -2.6874, 2.6780], [1.4348, -5.6704, 2.8266], [0.0966, -5.9269, 4.9070], [-1.2861, -4.0264, 5.6828], [-2.0739, -1.8151, 5.4664], [-2.2586, 0.2938, 4.1673], [-1.3826, 0.4009, 1.8808], [1.6794, -0.3033, 0.7422], [2.6642, 0.3963, 0.3320], [3.6683, 0.7808, 1.2694], [4.7567, 1.5373, 0.9170], [4.9348, 1.9617, -0.4042], [3.9813, 1.6021, -1.3358], [2.8497, 0.8502, -1.0083], [1.8929, 0.4950, -2.0561], [0.9679, -0.4465, -2.0317], [0.3953, -0.4780, -3.2833], [0.9714, 0.4541, -4.0782], [1.9228, 1.0681, -3.2878], [3.5230, 0.4418, 2.2872], [5.4901, 1.8013, 1.6717], [5.8009, 2.5411, -0.6955], [4.1416, 1.9013, -2.3666], [-0.4139, -1.1471, -3.5065], [0.7776, 0.7585, -5.0898], [2.4952, 1.8486, -3.5440], [-4.9731, -3.3940, -5.1371], [-3.9051, -3.0013, -3.9108], [-2.3093, -3.6173, -3.8034], [-1.8502, -2.9009, -2.2846], [-2.8046, -2.1328, -1.7049], [-2.5011, -1.4447, -0.1330], [-4.2986, -2.0087, -2.5722], [-0.2944, -3.1760, -1.5170], [-1.7359, 7.8099, -0.6081], [-1.5939, 5.7185, -0.7676], [-0.8588, 5.0166, 0.1755], [-0.7690, 3.6359, 0.0596], [-1.4028, 2.9678, -0.9831], [-2.1315, 3.6968, -1.9150], [-2.2362, 5.0769, -1.8163], [-1.2939, 1.4517, -1.1378], [-1.8430, 0.9279, -2.1101], [-0.5937, 0.9149, -0.2049], [-0.3627, 5.5348, 0.9849], [-0.2001, 3.0508, 0.7704], [-2.6127, 3.1502, -2.7157], [-2.8058, 5.6421, -2.5415]], "nbo_charge": [0.716, 0.193, -0.077, -0.288, -0.223, -0.204, -0.043, -0.241, -0.217, -0.212, -0.069, -0.160, 0.210, 0.193, 0.191, 0.185, 0.191, 0.221, -0.718, 0.417, -0.287, -0.207, -0.326, -0.180, -0.173, 0.382, -0.488, -0.022, -0.128, -0.529, 0.210, 0.189, 0.190, 0.173, 0.236, 0.203, 0.405, -0.270, -0.575, 0.473, -0.436, -0.417, -0.057, 0.504, -0.176, 0.063, -0.141, -0.272, -0.179, -0.050, -0.183, -0.276, 0.756, -0.679, -0.719, 0.214, 0.250, 0.243, 0.211]}

***

{"formula": "C5H40O16", "method": "wB97M-V/def2-TZVPD", "e_homo_ev": -9.23, "e_above_lowest_ev": 2.134, "homo_lumo_gap_ha": 0.338, "e_lumo_ev": -0.031, "species": ["C", "C", "C", "C", "C", "H", "H", "H", "H", "H", "H", "H", "H", "H", "H", "O", "H", "H", "O", "H", "H", "O", "H", "H", "O", "H", "H", "O", "H", "H", "O", "H", "H", "O", "H", "H", "O", "H", "H", "O", "H", "H", "O", "H", "H", "O", "H", "H", "O", "H", "H", "O", "H", "H", "O", "H", "H", "O", "H", "H", "O"], "xyz": [[1.7512, -1.1054, 2.7892], [0.6931, -0.1406, 2.2557], [0.9626, 0.3638, 1.0332], [-0.0792, 1.2179, 0.4215], [0.2388, 2.4720, 0.1178], [2.6226, -1.0160, 2.1691], [1.3531, -2.0445, 3.1743], [1.9685, -0.6106, 3.7619], [-0.0412, 0.3431, 2.8882], [1.8176, 0.0326, 0.4549], [-1.0787, 0.8804, 0.1997], [-0.3187, 3.1808, -0.4724], [1.2594, 2.8277, 0.2141], [-4.7288, -0.6856, -0.4747], [-3.9973, -1.8747, 0.1611], [-4.6968, -1.2342, 0.3124], [3.9695, 1.0176, -1.0932], [5.1563, 0.3756, -1.7713], [4.2363, 0.6064, -1.9349], [-1.2524, -1.3673, 0.9174], [-1.4624, -1.2669, -0.6035], [-1.9260, -1.3586, 0.2299], [1.5661, -1.8445, -1.7257], [0.4339, -1.3833, -0.8773], [1.1276, -2.0511, -0.8772], [3.3419, -0.6452, -2.4541], [3.3561, -2.2941, -2.7885], [2.9072, -1.4521, -2.8383], [-0.2308, 0.6027, -2.5018], [-1.4760, 1.5346, -2.8617], [-0.7985, 1.3133, -2.2219], [-1.4098, -3.4713, -1.4860], [-2.7083, -3.7026, -0.6112], [-2.3563, -3.3409, -1.4478], [-3.3780, -1.2923, -2.1892], [-3.3264, 0.1846, -3.0165], [-3.6312, -0.3696, -2.3071], [1.7310, 0.0774, -5.0080], [1.5466, -0.7293, -3.7653], [1.0341, -0.2062, -4.4093], [2.2403, 2.7957, 3.1142], [2.2586, 3.7379, 2.0200], [2.8389, 3.0605, 2.4026], [0.4372, 5.3222, 0.8974], [-0.4365, 4.3804, 1.6558], [0.4383, 4.7801, 1.6955], [0.6828, -3.7033, 0.7840], [0.3622, -2.7817, 1.9360], [-0.0262, -3.4802, 1.4006], [-3.5214, 1.7317, -0.4934], [-4.0960, 3.1434, -0.1005], [-3.3308, 2.5736, -0.0593], [-1.1406, -4.6731, 0.5142], [-2.3575, -4.6947, 1.4582], [-2.0558, -4.9941, 0.5963], [3.5985, 1.3902, 1.1606], [4.5551, 0.3743, 1.6166], [4.2046, 0.7249, 0.7899], [-3.3231, 2.5852, 1.7973], [-2.2854, 3.1854, 2.7784], [-3.2197, 2.9982, 2.6726]], "nbo_charge": [-0.666, -0.219, -0.231, -0.258, -0.367, 0.228, 0.208, 0.218, 0.218, 0.223, 0.244, 0.202, 0.171, 0.476, 0.478, -0.958, 0.512, 0.487, -0.952, 0.478, 0.462, -0.938, 0.492, 0.455, -0.974, 0.526, 0.499, -1.028, 0.487, 0.473, -0.956, 0.470, 0.508, -0.992, 0.524, 0.489, -1.012, 0.471, 0.487, -0.977, 0.472, 0.498, -0.968, 0.477, 0.484, -0.947, 0.490, 0.486, -0.971, 0.502, 0.483, -0.964, 0.490, 0.478, -0.957, 0.506, 0.485, -0.983, 0.495, 0.453, -0.965]}

***

{"formula": "C26H36N4O4S", "method": "wB97M-V/def2-TZVPD", "e_homo_ev": -7.38, "e_above_lowest_ev": 1.403, "smiles": "CCOc1cc(NC(=S)NCCCN2CCOCC2)c(OCC)cc1NC(=O)c1cccc(C)c1", "homo_lumo_gap_ha": 0.295, "e_lumo_ev": 0.649, "species": ["C", "C", "O", "C", "C", "C", "N", "C", "S", "N", "C", "C", "C", "N", "C", "C", "O", "C", "C", "C", "O", "C", "C", "C", "C", "N", "C", "O", "C", "C", "C", "C", "C", "C", "C", "H", "H", "H", "H", "H", "H", "H", "H", "H", "H", "H", "H", "H", "H", "H", "H", "H", "H", "H", "H", "H", "H", "H", "H", "H", "H", "H", "H", "H", "H", "H", "H", "H", "H", "H", "H"], "xyz": [[-2.3170, 3.6554, -0.0657], [-1.0552, 4.1478, 0.6342], [-0.6198, 3.2772, 1.6635], [-0.0019, 2.0986, 1.3317], [0.3500, 1.7175, 0.0490], [0.9860, 0.5055, -0.1814], [1.3711, 0.0456, -1.4405], [1.1396, 0.5019, -2.6877], [0.3902, 1.9241, -3.0992], [1.6050, -0.2637, -3.7074], [1.9305, -1.6719, -3.7019], [1.2929, -2.3689, -4.9046], [-0.2355, -2.3234, -4.8288], [-0.8380, -2.5749, -6.1241], [-0.7711, -3.9723, -6.5179], [-1.3366, -4.1232, -7.9303], [-2.6661, -3.6695, -8.0062], [-2.7452, -2.3213, -7.6073], [-2.2205, -2.1281, -6.1852], [1.2854, -0.3449, 0.8983], [1.8980, -1.5318, 0.5639], [2.3832, -2.3731, 1.5949], [3.6479, -1.8348, 2.2541], [0.9372, 0.0363, 2.1810], [0.2984, 1.2484, 2.4095], [-0.0745, 1.6803, 3.6819], [0.1452, 1.0919, 4.8888], [0.7588, 0.0515, 5.0456], [-0.4233, 1.8526, 6.0402], [-1.5717, 2.6329, 5.9431], [-2.0490, 3.2894, 7.0633], [-1.3910, 3.1781, 8.2754], [-0.2506, 2.3914, 8.3943], [0.4637, 2.2767, 9.7058], [0.2165, 1.7296, 7.2695], [-2.1298, 2.7251, -0.5946], [-2.6462, 4.4020, -0.7825], [-3.1076, 3.4892, 0.6624], [-1.2588, 5.0890, 1.1536], [-0.2518, 4.3187, -0.0905], [0.1437, 2.3485, -0.7967], [1.8901, -0.8213, -1.3625], [1.4511, 0.1446, -4.6188], [3.0204, -1.8034, -3.7368], [1.5554, -2.1370, -2.7854], [1.6078, -1.8742, -5.8251], [1.6468, -3.3996, -4.9357], [-0.5408, -1.3192, -4.5227], [-0.5947, -3.0317, -4.0606], [0.2694, -4.2992, -6.5139], [-1.3485, -4.6115, -5.8252], [-1.3519, -5.1727, -8.2293], [-0.7070, -3.5514, -8.6291], [-3.7982, -2.0427, -7.6711], [-2.1568, -1.6946, -8.2942], [-2.2630, -1.0688, -5.9242], [-2.8599, -2.6933, -5.4838], [1.6027, -2.5529, 2.3421], [2.5987, -3.3172, 1.0852], [4.4158, -1.6614, 1.5035], [4.0153, -2.5588, 2.9756], [3.4467, -0.8991, 2.7684], [1.1435, -0.5855, 3.0341], [-0.5326, 2.5816, 3.6664], [-2.1164, 2.7073, 5.0127], [-2.9443, 3.8897, 6.9917], [-1.7716, 3.6988, 9.1425], [1.0823, 1.3836, 9.7328], [-0.2450, 2.2430, 10.5305], [1.1094, 3.1428, 9.8545], [1.0928, 1.1006, 7.3271]], "nbo_charge": [-0.639, -0.060, -0.522, 0.255, -0.334, 0.179, -0.603, 0.306, -0.292, -0.602, -0.222, -0.410, -0.220, -0.441, -0.255, -0.072, -0.521, -0.073, -0.250, 0.255, -0.527, -0.058, -0.639, -0.334, 0.181, -0.612, 0.661, -0.619, -0.142, -0.205, -0.203, -0.200, -0.026, -0.628, -0.130, 0.223, 0.218, 0.209, 0.191, 0.182, 0.262, 0.418, 0.415, 0.198, 0.195, 0.212, 0.211, 0.209, 0.167, 0.202, 0.168, 0.193, 0.165, 0.194, 0.166, 0.210, 0.167, 0.180, 0.189, 0.211, 0.218, 0.222, 0.265, 0.423, 0.211, 0.214, 0.210, 0.219, 0.218, 0.222, 0.223]}

***

{"formula": "C6H12O3", "method": "wB97M-V/def2-TZVPD", "e_homo_ev": -8.67, "e_above_lowest_ev": 3.876, "homo_lumo_gap_ha": 0.305, "e_lumo_ev": -0.362, "species": ["C", "C", "C", "C", "C", "C", "O", "O", "O", "H", "H", "H", "H", "H", "H", "H", "H", "H", "H", "H", "H"], "xyz": [[-0.2292, 0.8488, -0.3678], [-0.7166, -0.2729, 0.4505], [-1.1259, -1.5952, -0.0634], [1.9800, -0.7194, -0.8702], [1.2770, 0.1718, 0.1055], [1.8470, 0.7103, 1.1816], [-0.5091, 2.0434, 0.0309], [-0.3477, 0.5986, -1.7614], [-2.7470, 0.9039, 0.6176], [-2.0448, 1.6146, 0.4369], [-0.5699, 1.4652, -2.1247], [-3.0435, 1.0583, 1.5211], [-0.7104, -0.0967, 1.5160], [-1.1290, -1.6246, -1.1499], [-0.4678, -2.3786, 0.3233], [-2.1268, -1.8075, 0.3179], [2.0217, -0.2443, -1.8502], [1.4626, -1.6704, -1.0099], [2.9973, -0.9306, -0.5366], [1.2963, 1.4026, 1.8056], [2.8859, 0.5227, 1.4272]], "nbo_charge": [0.502, 0.163, -0.711, -0.656, -0.028, -0.304, -0.820, -0.748, -0.958, 0.506, 0.501, 0.467, 0.219, 0.252, 0.235, 0.274, 0.244, 0.217, 0.217, 0.224, 0.203]}

***

{"formula": "C3H5NOS3", "method": "wB97M-V/def2-TZVPD", "e_homo_ev": -8.81, "e_above_lowest_ev": 6.389, "homo_lumo_gap_ha": 0.292, "e_lumo_ev": -0.866, "species": ["C", "C", "C", "H", "H", "H", "H", "H", "N", "O", "S", "S", "S"], "xyz": [[-0.3132, 2.2736, 0.5088], [-0.2301, -0.3219, -0.2495], [1.2666, -0.1726, -0.2571], [1.1357, 2.0398, 0.2480], [-0.5031, 1.7502, 1.7514], [-0.8202, 3.5695, 0.1188], [-1.9816, -3.1979, -0.2985], [1.5671, -2.7186, -0.5137], [-0.5928, -1.5427, -0.4276], [1.8670, 0.7174, -0.7228], [-1.4307, 1.0046, -0.3600], [-2.3132, -1.8916, 0.0327], [2.3483, -1.5100, 0.1696]], "nbo_charge": [-0.870, -0.039, 0.392, 0.318, 0.240, 0.277, 0.138, 0.205, -0.501, -0.509, 0.247, 0.145, -0.042]}

***

Results for total energy: -209.0906 -840.4203 -548.8002 -4131.8990 -1418.2357 -1930.5320 -461.4235 -1441.6341 (in Ha, following the order of the records).